[1]
A cluster of 2 separate species, ClH2O2PS2 in total, computed with ωB97M-V/def2-TZVPD.

LUMO level (alpha / beta)	-2.1 / -2.8	eV
E_tot	-1749.47671	hartree
HOMO-LUMO gap (alpha / beta)	7.6052 / 6.6871	eV
HOMO energy (alpha / beta)	-9.752 / -9.482	eV

```
8
ClH2O2PS2, DFT ωB97M-V/def2-TZVPD
H -0.666 0.195 1.092
P -0.102 -0.713 0.163
S 3.669 0.357 -0.151
O 1.375 -0.550 0.176
Cl 4.204 -1.661 -0.015
H -0.660 -0.340 -1.071
O 3.526 0.658 -1.548
S 5.500 1.162 0.528
```

Here are the Löwdin charges for atoms 1 to 6, given in e: -0.06 0.76 0.15 -0.66 0.17 -0.07

=====

[2]
A cluster of 2 separate species, ClH2OPS2 in total, computed with ωB97M-V/def2-TZVPD.

LUMO level	-1.1	eV
E_tot	-1674.38658	hartree
HOMO-LUMO gap	8.4717	eV
HOMO energy	-9.546	eV

```
7
ClH2OPS2, DFT ωB97M-V/def2-TZVPD
Cl -3.626 0.177 -1.606
H 0.393 -0.430 -0.547
S -3.163 1.758 1.200
O -0.318 -0.607 -0.091
P -3.255 0.025 0.345
S -3.085 -1.779 1.002
H -0.223 -0.935 0.809
```

Here are the Löwdin charges for atoms 1 to 6, given in e: 0.24 -0.05 0.17 -0.05 -0.54 0.19

=====

[3]
A structure of composition ClH3HfInO, computed with ωB97M-V/def2-TZVPD.

LUMO level	-18.4	eV
charge	+3
E_tot	-773.74971	hartree
HOMO-LUMO gap	3.2437	eV
HOMO energy	-21.690	eV

```
7
ClH3HfInO, DFT ωB97M-V/def2-TZVPD
H -0.348 2.304 -0.034
O -0.613 -0.919 0.806
In 0.529 0.818 -0.337
Cl 2.647 0.629 0.316
Hf -2.529 -1.424 0.635
H 0.351 0.299 -2.029
H -0.037 -1.706 0.643
```

Here are the Löwdin charges for atoms 1 to 6, given in e: 0.10 -0.45 0.60 0.42 2.12 0.12

=====

[4]
A cluster of 2 separate species, ClH3N2S in total, computed with ωB97M-V/def2-TZVPD.

LUMO level (alpha / beta)	-0.9 / -0.7	eV
E_tot	-969.51681	hartree
HOMO-LUMO gap (alpha / beta)	8.6821 / 8.0935	eV
HOMO energy (alpha / beta)	-9.584 / -8.773	eV

```
7
ClH3N2S, DFT ωB97M-V/def2-TZVPD
N -1.423 0.616 0.832
H 1.388 -1.237 -0.788
N 1.188 -0.532 0.065
H 1.079 -0.552 1.021
Cl -0.084 0.611 -1.865
S -1.165 -0.342 -0.351
H -0.983 1.436 1.087
```

Here are the Löwdin charges for atoms 1 to 6, given in e: -0.41 0.04 -0.19 -0.09 0.12 0.56

=====

[5]
A cluster of 2 separate species, ClH3NOPS in total, computed with ωB97M-V/def2-TZVPD.

spin multiplicity	3
LUMO level (alpha / beta)	0.9 / -2.5	eV
E_tot	-1331.48378	hartree
HOMO-LUMO gap (alpha / beta)	10.6415 / 7.1738	eV
HOMO energy (alpha / beta)	-9.707 / -9.658	eV

```
8
ClH3NOPS, DFT ωB97M-V/def2-TZVPD
P -0.088 -0.271 0.255
H -0.895 -0.354 -1.838
H 1.729 1.332 0.534
H 0.684 1.289 2.001
N 0.782 0.966 0.964
S -3.435 -1.650 -0.352
O -0.262 0.223 -1.396
Cl 1.486 -1.536 -0.169
```

Here are the Löwdin charges for atoms 1 to 6, given in e: 0.37 -0.01 0.09 0.09 -0.32 0.03

=====

[6]
A cluster of 2 separate species, ClH3NPS in total, computed with ωB97M-V/def2-TZVPD.

LUMO level	-2.3	eV
E_tot	-1256.25568	hartree
HOMO-LUMO gap	6.5453	eV
HOMO energy	-8.860	eV

```
7
ClH3NPS, DFT ωB97M-V/def2-TZVPD
H 0.075 1.030 -0.825
N -0.764 1.024 -0.188
S -0.587 -1.805 -0.190
H -1.119 1.918 0.071
Cl 2.531 0.388 -0.407
H 0.226 -2.493 0.612
P -0.362 -0.063 0.927
```

Here are the Löwdin charges for atoms 1 to 6, given in e: -0.01 -0.32 0.39 0.04 -0.48 -0.18

=====

[7]
The molecule ClH3NPS, computed with ωB97M-V/def2-TZVPD.

SMILES	NP(S)Cl
LUMO level	0.2	eV
E_tot	-1256.31080	hartree
HOMO-LUMO gap	8.9333	eV
HOMO energy	-8.759	eV

```
7
ClH3NPS, DFT ωB97M-V/def2-TZVPD
S 0.128 2.157 -0.089
P -1.069 0.058 0.721
H -0.570 2.961 0.692
H 0.330 -1.575 -0.084
H -0.882 -1.232 -1.219
N -0.581 -1.181 -0.258
Cl -2.835 0.430 -0.111
```

Here are the Löwdin charges for atoms 1 to 6, given in e: 0.13 0.26 -0.30 0.04 0.03 -0.32

=====

[8]
The molecule ClH3O2SSi, computed with ωB97M-V/def2-TZVPD.

spin multiplicity	3
LUMO level (alpha / beta)	0.4 / -5.1	eV
E_tot	-1299.91568	hartree
HOMO-LUMO gap (alpha / beta)	6.7188 / 6.1803	eV
HOMO energy (alpha / beta)	-6.346 / -11.279	eV

```
8
ClH3O2SSi, DFT ωB97M-V/def2-TZVPD
S 0.663 0.683 -0.473
H -2.381 -0.249 -0.330
Si -1.000 -0.565 0.328
O 0.554 2.091 -0.154
Cl 2.290 -0.110 0.528
H -0.826 -0.475 1.843
O 0.930 0.439 -1.867
H -0.230 -1.814 0.126
```

Here are the Löwdin charges for atoms 1 to 6, given in e: 0.12 -0.07 0.55 -0.35 0.24 -0.06

=====

[9]
A cluster of 2 separate species, ClH3SSi in total, computed with ωB97M-V/def2-TZVPD.

LUMO level (alpha / beta)	-1.4 / -1.4	eV
E_tot	-1149.60508	hartree
HOMO-LUMO gap (alpha / beta)	6.7525 / 6.7530	eV
HOMO energy (alpha / beta)	-8.188 / -8.188	eV

```
6
ClH3SSi, DFT ωB97M-V/def2-TZVPD
Cl -1.828 -0.868 -0.310
Si -0.789 0.616 0.383
H -0.578 1.614 -0.667
H 1.780 -1.789 -1.054
S 2.153 -0.733 -0.189
H -0.738 1.160 1.837
```

So, what does the Löwdin scheme give us? The charges, in e, come out as: 0.29 0.21 -0.11 -0.30 -0.03 -0.06

=====

[10]
A cluster of 2 separate species, ClH4PSi in total, computed with ωB97M-V/def2-TZVPD.

LUMO level (alpha / beta)	-1.2 / -1.0	eV
E_tot	-1093.33916	hartree
HOMO-LUMO gap (alpha / beta)	6.8606 / 7.7181	eV
HOMO energy (alpha / beta)	-8.028 / -8.698	eV

```
7
ClH4PSi, DFT ωB97M-V/def2-TZVPD
H -0.481 -1.824 1.264
Si 1.732 0.557 0.169
H -0.128 -2.250 -0.550
H 1.650 0.483 1.637
Cl 3.117 -0.903 0.043
P -1.157 -1.559 0.059
H 1.862 1.852 -0.536
```

Here are the Löwdin charges for atoms 1 to 6, given in e: -0.26 0.16 -0.29 -0.14 0.14 0.52

=====

[11]
The ion ClH6N3P with charge +1, computed with ωB97M-V/def2-TZVPD.

SMILES	NP(N)(=[NH2+])Cl
LUMO level	-4.2	eV
charge	+1
E_tot	-969.20853	hartree
HOMO-LUMO gap	11.1110	eV
HOMO energy	-15.298	eV

```
11
ClH6N3P, DFT ωB97M-V/def2-TZVPD
N 0.509 1.420 -0.444
N -0.327 -1.128 -1.199
H -0.879 -1.901 -0.938
Cl -2.039 0.748 0.790
H 0.352 1.974 0.402
H -0.670 -0.671 -2.141
P -0.077 -0.064 0.024
N 0.871 -0.653 1.186
H 1.122 -0.124 2.059
H 1.034 -1.600 1.441
H 0.103 2.000 -1.180
```

Here are the Löwdin charges for atoms 1 to 6, given in e: -0.10 -0.06 0.06 0.19 0.05 0.16

=====

[12]
A cluster of 2 separate species, ClHIOPS in total, computed with ωB97M-V/def2-TZVPD.

LUMO level (alpha / beta)	-3.9 / -3.9	eV
E_tot	-1573.24671	hartree
HOMO-LUMO gap (alpha / beta)	6.0684 / 6.0674	eV
HOMO energy (alpha / beta)	-9.927 / -9.926	eV

```
6
ClHIOPS, DFT ωB97M-V/def2-TZVPD
I 1.974 -1.041 -0.492
O -0.904 0.247 -0.976
S 0.893 2.405 0.206
H -0.981 -0.708 -0.957
P 0.250 0.531 0.144
Cl -1.233 -1.434 2.074
```

So, what does the Löwdin scheme give us? The charges, in e, come out as: 0.52 -0.37 0.24 0.01 -0.08 -0.32

=====

[13]
A structure of composition ClHNO2S2, computed with ωB97M-V/def2-TZVPD.

LUMO level (alpha / beta)	3.7 / 3.7	eV
charge	-1
E_tot	-1462.43362	hartree
HOMO-LUMO gap (alpha / beta)	7.3811 / 7.3820	eV
HOMO energy (alpha / beta)	-3.688 / -3.689	eV

```
7
ClHNO2S2, DFT ωB97M-V/def2-TZVPD
Cl 1.386 -2.628 -0.876
O 2.033 1.702 1.166
O 3.863 1.002 -0.241
H -0.748 -1.332 1.028
S 1.352 -1.510 0.965
S 2.467 0.841 0.088
N 0.054 -0.710 0.719
```

Here are the Löwdin charges for atoms 1 to 6, given in e: -0.14 -0.51 -0.50 -0.04 0.17 0.64

=====

[14]
The molecule ClHO3, computed with ωB97M-V/def2-TZVPD.

LUMO level	-0.1	eV
E_tot	-686.27792	hartree
HOMO-LUMO gap	11.6633	eV
HOMO energy	-11.808	eV

```
5
ClHO3, DFT ωB97M-V/def2-TZVPD
O 1.151 -0.613 -0.407
Cl -0.023 0.188 -0.358
O 0.085 1.290 0.603
O -1.094 -0.944 0.402
H -0.752 -1.064 1.292
```

So, what does the Löwdin scheme give us? The charges, in e, come out as: -0.41 1.04 -0.41 -0.27 0.05

=====

[15]
A structure of composition ClIO2P, computed with ωB97M-V/def2-TZVPD.

LUMO level (alpha / beta)	2.3 / 2.3	eV
charge	-1
E_tot	-1249.74019	hartree
HOMO-LUMO gap (alpha / beta)	7.3616 / 7.3278	eV
HOMO energy (alpha / beta)	-5.092 / -5.074	eV

```
5
ClIO2P, DFT ωB97M-V/def2-TZVPD
P -0.134 -0.010 0.120
O -0.918 -0.453 1.266
O -0.004 2.298 -0.095
I 2.078 -1.286 0.411
Cl -1.021 -0.549 -1.700
```

So, what does the Löwdin scheme give us? The charges, in e, come out as: -0.03 -0.56 -0.65 0.15 0.09

=====

[16]
A structure of composition ClLi3, computed with ωB97M-V/def2-TZVPD.

LUMO level	-9.3	eV
charge	+2
E_tot	-482.28664	hartree
HOMO-LUMO gap	10.3100	eV
HOMO energy	-19.575	eV

```
4
ClLi3, DFT ωB97M-V/def2-TZVPD
Li 2.109 1.025 0.898
Li -0.845 -1.879 -0.942
Li -1.373 0.318 0.959
Cl 0.109 0.537 -0.915
```

So, what does the Löwdin scheme give us? The charges, in e, come out as: 0.85 0.82 0.76 -0.43

=====

[17]
A cluster of 2 separate species, ClN3O2 in total, computed with ωB97M-V/def2-TZVPD.

SMILES	N#[N+][O-].O=NCl
LUMO level	-1.2	eV
E_tot	-774.78916	hartree
HOMO-LUMO gap	9.5880	eV
HOMO energy	-10.759	eV

```
6
ClN3O2, DFT ωB97M-V/def2-TZVPD
N 0.608 1.072 -0.349
O -0.260 1.712 0.068
N -0.873 -1.556 0.168
O -0.747 -2.141 1.121
Cl 2.284 1.859 -0.222
N -1.012 -0.945 -0.786
```

So, what does the Löwdin scheme give us? The charges, in e, come out as: -0.39 -0.02 -0.33 0.14 0.39 0.21

=====

[18]
The molecule ClNO2S, computed with ωB97M-V/def2-TZVPD.

SMILES	[O-][N+](=S)OCl
LUMO level	-2.2	eV
E_tot	-1063.39775	hartree
HOMO-LUMO gap	7.6974	eV
HOMO energy	-9.929	eV

```
5
ClNO2S, DFT ωB97M-V/def2-TZVPD
O -0.888 1.236 0.460
Cl 2.236 -0.318 0.138
N -0.561 0.164 0.055
O 0.677 0.015 -0.662
S -1.463 -1.098 0.008
```

So, what does the Löwdin scheme give us? The charges, in e, come out as: 0.01 0.61 -0.86 -0.58 0.82

=====

[19]
A structure of composition ClNO7Rb4, computed with ωB97M-V/def2-TZVPD.

spin multiplicity	2
LUMO level (alpha / beta)	-3.7 / -3.8	eV
charge	+1
E_tot	-1137.38454	hartree
HOMO-LUMO gap (alpha / beta)	3.4325 / 6.3754	eV
HOMO energy (alpha / beta)	-7.096 / -10.222	eV

```
13
ClNO7Rb4, DFT ωB97M-V/def2-TZVPD
Rb 7.054 -0.786 -15.589
Cl 7.282 2.864 -15.904
O 5.732 -0.546 -12.983
Rb 4.126 1.448 -9.902
Rb 1.835 -1.846 -12.730
N 4.783 0.217 -13.130
O 7.436 4.262 -16.104
O 8.271 2.068 -16.632
O 3.847 0.286 -12.359
O 7.546 2.716 -14.528
O 5.975 2.432 -16.248
Rb 6.498 -2.793 -11.635
O 4.935 1.014 -14.096
```

Here are the Löwdin charges for atoms 1 to 6, given in e: 0.88 0.57 -0.31 0.87 0.71 -0.65

=====

[20]
A structure of composition ClNa5, computed with ωB97M-V/def2-TZVPD.

LUMO level	-15.5	eV
charge	+4
E_tot	-1270.28996	hartree
HOMO-LUMO gap	11.2883	eV
HOMO energy	-26.795	eV

```
6
ClNa5, DFT ωB97M-V/def2-TZVPD
Na 0.834 -0.098 -2.792
Na 1.056 2.796 0.909
Na -1.972 -1.770 -1.091
Na 2.201 -1.055 0.468
Na -1.671 -0.167 2.556
Cl -0.449 0.294 -0.050
```

So, what does the Löwdin scheme give us? The charges, in e, come out as: 0.83 0.84 0.76 0.81 0.80 -0.03